The following is a DFT calculation (ωB97M-V/def2-TZVPD) of the molecule C4H4O.

Last column: Mulliken charge in e.
Cartesian coordinates (Å):
C -1.254 -0.930 -1.797  0.24
C -0.813 -0.355 -0.846  -0.45
C -0.194 0.381 0.208  0.33
C 1.111 0.345 0.901  -0.98
O -0.813 1.429 0.168  -0.48
H -1.552 -1.591 -2.560  0.46
H 1.852 0.181 0.126  0.27
H 1.201 -0.434 1.632  0.33
H 1.229 1.303 1.407  0.29

Its HOMO-LUMO gap is 10.0 eV. Its SMILES is C#CC(C)=O. The calculation puts the LUMO energy at 0.0152 Eh. The calculation puts the molar mass at 68.07 g mol⁻¹. For the max |F|, the calculation gives 0.0608 Eh/bohr. The total energy comes out at -229.9476 Eh. The multiplicity is 1.

***

The following is a DFT calculation (ωB97M-V/def2-TZVPD) of a 2-piece molecular cluster, C4H4O overall.

Last column: Mulliken charge in e.
Cartesian coordinates (Å):
C -1.164 -0.714 -0.389  -0.43
C -1.283 0.519 0.211  -0.45
C 1.594 0.290 -0.261  -0.01
C -0.163 -0.261 0.674  -0.31
O 2.664 -0.184 0.032  -0.39
H -1.123 -1.454 -1.150  0.40
H -1.697 1.457 0.286  0.45
H 1.284 0.852 -1.072  0.40
H -0.110 -0.505 1.668  0.35

Its HOMO-LUMO gap (spin up / spin down) is 5.4 / 8.7 eV. The calculation puts the LUMO energy (spin up / spin down) at 0.0022 / -0.0707 Eh. The calculation puts the molar mass at 68.08 g mol⁻¹. For the max |F|, the calculation gives 0.1022 Eh/bohr. The total energy comes out at -229.7578 Eh. The multiplicity is 3.

***

The following is a DFT calculation (ωB97M-V/def2-TZVPD) of C4H4O12Rb as an isolated structure.

Last column: Mulliken charge in e.
Cartesian coordinates (Å):
Rb -0.100 -0.677 0.488  0.97
O -2.279 0.633 -1.858  -0.51
C -2.609 -0.284 -0.965  0.89
O -1.852 -1.239 -0.699  -0.86
O -3.695 0.003 -0.410  -0.83
H -3.035 1.018 -1.409  0.28
O -0.137 0.615 -1.183  -0.31
C 0.631 1.521 -1.726  0.72
O 1.629 1.863 -1.106  -0.81
O 0.197 2.064 -2.694  -0.82
H -0.780 0.824 -1.864  0.30
O 0.417 0.282 4.173  -0.49
C -0.278 0.180 3.063  0.85
O -0.557 -0.911 2.597  -0.82
O -0.569 1.158 2.376  -0.78
H 0.558 1.230 4.232  0.27
O 2.622 -1.615 -1.662  -0.54
C 2.665 -1.839 -0.346  0.73
O 1.970 -1.086 0.382  -0.78
O 3.261 -2.793 0.172  -0.81
H 1.940 -0.947 -1.560  0.33

Its HOMO-LUMO gap is 4.7 eV. The calculation puts the LUMO energy at 0.2381 Eh. The calculation puts the molar mass at 329.53 g mol⁻¹. For the max |F|, the calculation gives 0.1418 Eh/bohr. As for the net charge: -3. The total energy comes out at -1081.5982 Eh. The multiplicity is 1.

***

Which of these has the lowest max |F|?
number 1

***

Which of these has the highest molar mass?
C4H4O12Rb

***

Among the records above, which one has the lowest total energy?
C4H4O12Rb

***

What did the first record say?
The following is a DFT calculation (ωB97M-V/def2-TZVPD) of the molecule C4H4O.

Last column: Mulliken charge in e.
Cartesian coordinates (Å):
C -1.254 -0.930 -1.797  0.24
C -0.813 -0.355 -0.846  -0.45
C -0.194 0.381 0.208  0.33
C 1.111 0.345 0.901  -0.98
O -0.813 1.429 0.168  -0.48
H -1.552 -1.591 -2.560  0.46
H 1.852 0.181 0.126  0.27
H 1.201 -0.434 1.632  0.33
H 1.229 1.303 1.407  0.29

Its HOMO-LUMO gap is 10.0 eV. Its SMILES is C#CC(C)=O. The calculation puts the LUMO energy at 0.0152 Eh. The calculation puts the molar mass at 68.07 g mol⁻¹. For the max |F|, the calculation gives 0.0608 Eh/bohr. The total energy comes out at -229.9476 Eh. The multiplicity is 1.